Entry 1:
Density functional theory data (ωB97M-V with the def2-TZVPD basis set) for FH3P2S as an isolated structure in a non-equilibrium geometry.

- E_HOMO: -9.16 eV
- ΔE to the lowest compared entry with this formula, charge and spin: 90.7 kJ/mol

The geometry in XYZ format:
```
7
FH3P2S (ωB97M-V with the def2-TZVPD basis set)
F 0.30725 -1.36692 -1.03473
P -1.14275 0.12580 1.11968
P 0.23147 0.20004 -0.55375
S 1.97290 0.97389 -0.51994
H -0.09904 0.66728 1.91165
H -0.76971 -1.22537 1.26221
H -0.50013 0.62528 -2.18513
```

Electronic structure analysis, Löwdin charges in units of e: -0.405, 0.581, -0.091, 0.123, -0.135, -0.137, 0.064


Entry 2:
Density functional theory data (ωB97M-V with the def2-TZVPD basis set) for C27H43BrN6S6Ti as an isolated structure in a non-equilibrium geometry.

- E_HOMO (spin up / spin down): -5.56 / -5.64 eV
- ΔE to the lowest compared entry with this formula, charge and spin: 168.0 kJ/mol

The geometry in XYZ format:
```
84
C27H43BrN6S6Ti (ωB97M-V with the def2-TZVPD basis set)
Ti 0.35300 -1.37048 0.51149
C 0.27624 3.10817 -3.25465
C -0.72167 2.09678 -3.79472
S -1.50534 1.05047 -2.52808
C -2.95064 2.10580 -2.10780
C -3.43986 2.00591 -0.67317
S -2.38915 2.74518 0.62454
C -1.87289 4.33617 -0.10144
C -0.49559 4.24753 -0.76735
S -0.51552 4.59955 -2.55586
H 0.90759 3.47426 -4.06603
H 0.90610 2.66433 -2.48446
H -0.21445 1.37973 -4.44196
H -1.50773 2.59246 -4.36424
H -3.76205 1.78682 -2.76516
H -2.67473 3.12798 -2.35505
H -3.54772 0.96828 -0.34807
H -4.41566 2.48951 -0.60620
H -1.84185 5.03418 0.73473
H -2.65660 4.66076 -0.78565
H -0.09315 3.24411 -0.64484
H 0.18895 4.96590 -0.31779
C 2.97006 1.13770 3.55326
C 2.21429 0.60909 2.35399
S 1.79025 -1.08812 2.41828
C 1.89954 1.39419 1.31174
C 2.25916 2.85822 1.29628
S 1.00807 0.81496 -0.09089
H 3.05854 0.35379 4.30337
H 2.46658 2.00531 3.98855
H 3.97906 1.44383 3.26618
H 3.22550 3.02478 1.77184
H 1.50480 3.44231 1.83474
H 2.30402 3.22107 0.27088
Br -1.76036 -1.48652 -8.05022
C -1.07943 -1.66948 -6.28129
C -1.76914 -2.44003 -5.35739
C -1.25960 -2.58771 -4.08343
C -0.05384 -1.97164 -3.69994
C 0.62739 -1.21034 -4.66568
C 0.11402 -1.05748 -5.94127
N 0.37524 -2.21717 -2.41240
C 1.50699 -1.74020 -1.93420
C 2.06951 -2.25386 -0.73545
C 3.45545 -2.07896 -0.44000
C 4.03357 -2.85334 0.51509
C 3.23761 -3.80926 1.21012
C 1.89672 -3.84818 0.97791
N 1.27233 -3.07632 0.05067
H -2.69117 -2.92619 -5.64593
H -1.76532 -3.21558 -3.35979
H 1.57834 -0.75423 -4.42281
H 0.65244 -0.47786 -6.67940
H 2.13856 -1.06190 -2.51133
H 4.01964 -1.36330 -1.02454
H 5.08491 -2.75561 0.74921
H 3.68083 -4.46438 1.94584
H 1.25249 -4.52724 1.52809
N -2.48147 -2.51411 -0.14267
N -1.47051 -1.57989 -0.52070
H -3.25562 -2.47919 -0.79749
H -2.84487 -2.26619 0.77048
H -1.83145 -0.66234 -0.76961
H -0.96050 -1.96937 -1.35000
C -1.27664 -2.83532 5.90739
C -0.61412 -2.28403 4.65284
N -0.66076 -0.82749 4.65317
C -0.89905 -0.06395 3.58214
S -1.53621 -0.67092 2.12091
N -0.76276 1.25627 3.66774
C -0.49594 2.00616 4.88224
C -1.72317 2.08773 5.79174
H -1.27991 -3.92380 5.87919
H -2.30879 -2.49249 5.97876
H -0.74004 -2.51158 6.80075
H -1.13179 -2.62657 3.76190
H 0.42716 -2.60735 4.58742
H -0.15923 -0.39094 5.41325
H -1.05764 1.75784 2.84007
H -0.18645 3.00682 4.58445
H 0.34022 1.54680 5.41697
H -2.53924 2.58866 5.27243
H -1.48255 2.64923 6.69413
H -2.05510 1.08916 6.07459
```

Electronic structure analysis, Löwdin charges in units of e: 0.454, -0.521, -0.508, 0.864, -0.505, -0.522, 0.830, -0.519, -0.543, 0.862, 0.069, 0.044, 0.049, 0.079, 0.078, 0.022, 0.054, 0.074, 0.063, 0.065, -0.008, 0.063, -0.130, -0.741, 0.706, -0.738, -0.119, 0.631, 0.053, 0.064, 0.078, 0.071, 0.077, 0.059, 0.695, -0.702, -0.134, -0.032, -0.304, -0.047, -0.149, 0.007, -0.167, -0.417, -0.048, -0.101, -0.112, -0.202, -0.068, 0.098, 0.109, 0.102, 0.101, 0.118, 0.118, 0.102, 0.098, 0.113, -0.016, -0.222, 0.079, 0.000, 0.005, 0.034, -0.079, -0.269, 0.018, -0.772, 0.703, 0.023, -0.225, -0.070, 0.076, 0.076, 0.072, 0.077, 0.099, 0.134, 0.069, 0.122, 0.108, 0.080, 0.077, 0.067


Entry 3:
Density functional theory data (ωB97M-V with the def2-TZVPD basis set) for C32H48B2CrO28 as an isolated structure in a non-equilibrium geometry.

- Spin multiplicity: 5
- E_HOMO (spin up / spin down): -9.52 / -9.52 eV
- ΔE to the lowest compared entry with this formula, charge and spin: 315.2 kJ/mol

The geometry in XYZ format:
```
111
C32H48B2CrO28 (ωB97M-V with the def2-TZVPD basis set)
Cr 0.39507 0.01464 -0.14187
O 3.76666 2.23058 2.70022
C 2.81722 1.82497 3.36317
O 2.56775 1.95945 4.59021
B 1.36548 1.16864 4.99397
O 0.71205 0.91067 3.69317
C 1.50529 1.27524 2.72488
O 1.25602 1.24246 1.54076
O 0.54875 1.96886 5.95595
C 0.12738 1.24549 6.98491
O -0.66755 1.59149 7.85718
C 0.79164 -0.15163 6.84143
O 1.53349 -0.11086 5.75320
O 0.61040 -1.09884 7.56844
O -0.92212 -4.46580 0.74070
C 0.16119 -4.54532 0.20314
O 0.75996 -5.64608 -0.16286
B 2.01164 -5.34038 -0.96093
O 2.06840 -3.85199 -1.09512
C 1.02899 -3.35044 -0.29856
O 0.71484 -2.16070 0.00036
O 3.22761 -5.88122 -0.34077
C 3.79085 -6.84944 -1.11781
O 4.80856 -7.45303 -0.94987
C 2.93067 -6.91507 -2.40386
O 1.94402 -6.03662 -2.25802
O 3.11428 -7.70789 -3.36820
O 2.54367 -0.20424 -0.64795
C 3.76314 -0.21521 -0.67534
O 4.60308 0.82421 -0.71999
C 4.08949 2.17669 -0.67147
C 4.50645 2.92007 -1.92145
C 4.56147 -1.55867 -0.62372
H 4.48410 2.58189 0.26029
H 3.01754 2.14109 -0.47714
H 5.53297 3.25460 -1.77161
H 3.98969 3.86066 -2.11214
H 4.36021 2.31716 -2.81766
H 5.16187 -1.67257 0.27885
H 5.31522 -1.59344 -1.41034
H 3.85683 -2.38698 -0.69774
O 0.55669 1.68451 -1.34497
C 0.57815 2.57947 -2.22497
O 0.86008 3.85023 -2.03175
C 1.02258 4.39085 -0.75811
C 0.34397 5.79754 -0.77732
C 0.20100 2.28170 -3.63776
H 2.06586 4.49536 -0.46025
H 0.47742 3.79385 -0.02702
H 0.95830 6.53841 -1.28899
H 0.02390 6.27152 0.15058
H -0.61769 5.67496 -1.27560
H -0.79845 1.87118 -3.78151
H 0.86728 1.53661 -4.07253
H 0.23757 3.18397 -4.24823
O -1.45997 1.75190 0.75670
C -2.18073 2.70409 1.01133
O -2.62327 3.15218 2.19584
C -1.98273 2.59446 3.31356
C -2.53682 3.21979 4.63431
C -2.73988 3.55170 -0.09541
H -0.90485 2.74888 3.26436
H -2.11846 1.51525 3.38429
H -2.18616 2.63683 5.48594
H -3.62444 3.24277 4.56612
H -2.05986 4.19868 4.68315
H -3.09742 4.50159 0.30206
H -3.66197 3.07386 -0.42637
H -2.05052 3.82426 -0.89453
O -1.46592 -0.62311 -1.06612
C -2.61446 -0.93732 -1.16873
O -3.61023 -0.22258 -1.76728
C -3.42906 0.97804 -2.50551
C -3.45775 0.78266 -4.04068
C -3.09291 -2.20313 -0.73465
H -2.47986 1.41046 -2.18911
H -4.17336 1.70422 -2.17874
H -2.92919 -0.11829 -4.35214
H -3.03476 1.68194 -4.48842
H -4.49684 0.74552 -4.36783
H -4.18178 -2.20139 -0.68490
H -2.69997 -2.41860 0.25896
H -2.77759 -3.02868 -1.37272
O 0.62079 -1.08340 -2.69869
C 1.14390 -1.49097 -3.76216
O 0.57330 -2.19429 -4.72689
C -0.70335 -2.73459 -4.58066
C -0.72674 -4.03811 -3.78021
C 2.46364 -1.04232 -4.18091
H -1.18185 -2.93299 -5.53971
H -1.35154 -2.00289 -4.09841
H -1.71265 -4.48076 -3.63834
H -0.47685 -3.69788 -2.77526
H -0.15945 -4.88289 -4.17087
H 2.93516 -0.32767 -3.50634
H 2.38795 -0.59916 -5.17387
H 3.04987 -1.96014 -4.22606
O -0.93616 -0.81416 1.70855
C -1.46752 -1.34363 2.67839
O -2.72799 -1.39751 2.96923
C -3.78838 -0.61270 2.32656
C -4.84866 -0.30676 3.35607
C -0.63806 -2.10656 3.71936
H -4.18642 -1.16333 1.47422
H -3.35505 0.29665 1.91014
H -5.64968 0.24964 2.86936
H -4.49324 0.19127 4.25815
H -5.40508 -1.22029 3.56573
H -0.33439 -3.02116 3.21005
H -1.10303 -2.33569 4.67821
H 0.21130 -1.47629 3.98289
```

Atom charges from the Löwdin analysis, given in e for atoms 1 to 99: 0.921, 0.131, -0.394, 0.278, -0.776, 0.225, -0.325, 0.076, 0.201, -0.355, 0.123, -0.388, 0.207, 0.153, 0.137, -0.394, 0.234, -0.847, 0.190, -0.189, 0.020, 0.206, -0.353, 0.169, -0.319, 0.204, 0.092, 0.017, -0.436, 0.021, -0.194, -0.045, 0.066, 0.119, 0.091, 0.083, 0.068, 0.081, 0.094, 0.089, 0.067, -0.018, -0.420, 0.027, -0.194, -0.037, 0.069, 0.127, 0.115, 0.077, 0.081, 0.064, 0.077, 0.092, 0.100, 0.068, -0.490, 0.024, -0.214, -0.017, 0.037, 0.120, 0.110, 0.070, 0.078, 0.081, 0.092, 0.085, 0.077, 0.047, -0.499, 0.010, -0.207, -0.036, 0.041, 0.092, 0.115, 0.071, 0.071, 0.078, 0.105, 0.092, 0.112, 0.047, -0.493, 0.031, -0.217, -0.030, 0.034, 0.126, 0.102, 0.083, 0.064, 0.093, 0.085, 0.102, 0.112, 0.032, -0.503